C21H45LuO2P3 | ωB97M-V with the def2-TZVPD basis set

Cartesian coordinates (Å):
Lu 0.157 -0.251 0.323
P -1.843 0.061 2.120
P -0.040 -2.485 -1.054
P -1.883 1.109 -1.248
H 2.598 2.945 1.012
C 1.734 3.556 0.754
C 0.713 3.756 1.595
H 0.702 3.333 2.603
C -1.235 -0.307 3.803
C -2.986 -1.361 1.877
C -2.817 1.572 2.416
C 1.059 -2.901 -2.445
C 0.226 -3.962 -0.019
C -1.703 -2.630 -1.809
C -1.979 2.909 -0.935
C -3.593 0.443 -1.114
C -1.733 1.193 -3.080
H 1.692 3.977 -0.258
H -0.173 4.304 1.267
H -0.405 0.354 4.083
H -0.885 -1.343 3.882
H -2.073 -0.155 4.499
H -2.406 -2.296 1.800
H -3.566 -1.269 0.949
H -3.656 -1.420 2.748
H -2.148 2.446 2.368
H -3.254 1.504 3.425
H -3.609 1.727 1.670
H 0.989 -3.986 -2.604
H 2.105 -2.660 -2.193
H 0.771 -2.360 -3.361
H 0.092 -4.851 -0.646
H -0.499 -3.983 0.809
H 1.247 -3.951 0.381
H -1.778 -3.602 -2.317
H -1.853 -1.823 -2.547
H -2.492 -2.571 -1.046
H -2.566 3.381 -1.732
H -0.964 3.337 -0.962
H -2.413 3.162 0.036
H -4.178 0.885 -1.932
H -4.103 0.634 -0.159
H -3.567 -0.645 -1.275
H -2.675 1.534 -3.542
H -1.482 0.204 -3.493
H -0.932 1.892 -3.363
C 2.071 0.708 -2.301
C 2.789 -0.127 -3.141
C 2.907 0.237 -4.480
C 2.466 1.494 -4.895
C 1.932 2.401 -3.967
C 1.719 2.006 -2.638
O 1.622 0.197 -1.067
H 1.810 -0.803 -1.019
H 3.317 -0.994 -2.734
H 3.403 -0.440 -5.168
H 2.599 1.784 -5.942
H 1.684 3.421 -4.276
H 1.350 2.715 -1.888
C 1.951 -1.790 3.862
C 2.805 -0.527 3.990
C 2.307 0.442 2.920
O 1.504 -0.439 1.964
C 1.540 -1.865 2.396
H 2.469 -2.687 4.202
H 1.038 -1.691 4.463
H 3.855 -0.765 3.792
H 2.766 -0.087 4.990
H 1.612 1.207 3.298
H 3.089 0.911 2.307
H 2.260 -2.388 1.753
H 0.538 -2.323 2.293

Charge: +3
Energy above the lowest of the compared OMol25 structures with the same formula, charge and spin (eV): 0.0000
Maximum force (hartree/bohr): 0.050
E_LUMO (hartree): -0.3486
Multiplicity: 1
Energy (eV): -88064.1575

---

C4H38N2O13S2 | ωB97M-V with the def2-TZVPD basis set

Cartesian coordinates (Å):
S 3.946 2.274 1.820
S 4.364 0.902 0.431
C 2.834 0.145 -0.250
C 1.466 -0.173 0.459
C 0.415 -1.004 -0.392
N -0.463 -1.997 0.283
C -1.111 -2.671 -0.858
N 0.922 1.128 0.859
H 3.895 3.377 0.958
H 2.464 0.695 -1.163
H 3.109 -0.887 -0.490
H 1.595 -0.753 1.377
H -0.185 -0.144 -0.781
H 0.906 -1.539 -1.203
H -1.345 -1.834 0.769
H -2.045 -3.219 -0.533
H -1.647 -2.155 -1.651
H -0.440 -3.417 -1.325
H 1.058 1.865 0.177
H -0.064 1.185 1.039
H -0.913 2.520 1.884
H -0.346 3.811 1.897
O -0.909 3.294 1.298
H -0.799 -2.261 -3.995
H 0.630 -2.257 -3.676
O -0.088 -2.894 -3.837
H 0.327 -1.676 3.994
H 0.128 -1.161 5.289
O 0.845 -1.131 4.628
H 1.387 3.819 -2.173
H 0.356 3.865 -3.398
O 1.157 4.211 -3.015
H -1.783 3.043 -1.957
H -1.331 3.457 -0.514
O -1.050 3.398 -1.444
H -0.773 1.969 -3.108
H -1.568 0.735 -2.965
O -0.647 1.061 -2.827
H -2.795 -0.040 3.794
H -1.713 0.813 3.319
O -2.557 0.425 2.982
H 1.205 0.057 -3.886
H 1.442 -0.427 -2.460
O 1.780 -0.513 -3.362
H 0.970 -2.917 1.656
H 1.172 -3.973 2.610
O 1.118 -3.003 2.625
H 1.343 -4.638 -0.207
H 0.025 -4.373 0.537
O 0.807 -4.938 0.532
H 0.689 0.533 4.069
H 0.486 1.171 2.840
O -0.005 1.134 3.685
H -4.050 1.048 -2.598
H -3.112 0.795 -1.305
O -3.157 1.066 -2.250
H -2.271 1.437 0.665
H -3.153 0.178 0.875
O -2.522 0.585 0.270

Energy above the lowest of the compared OMol25 structures with the same formula, charge and spin (eV): 0.0000
Maximum force (hartree/bohr): 0.060
E_LUMO (hartree): -0.0063
Multiplicity: 1
Energy (eV): -56031.3248

---

C2H6O2S | ωB97M-V with the def2-TZVPD basis set

Cartesian coordinates (Å):
C 1.713 -0.753 2.003
S 0.877 -1.759 0.784
H 1.711 0.298 1.697
H 1.138 -0.883 2.924
H 2.754 -1.060 2.072
H -0.317 -1.094 0.669
O -0.663 2.494 -1.596
C -1.020 1.379 -1.715
O -1.738 0.794 -0.676
H -0.888 0.630 -2.508
H -2.010 -0.117 -0.819

Charge: +1
Energy above the lowest of the compared OMol25 structures with the same formula, charge and spin (eV): 0.6426
Maximum force (hartree/bohr): 0.035
Expectation value of S²: 0.753
E_LUMO (spin up / spin down) (hartree): -0.1640 / -0.3547
Multiplicity: 2
Energy (eV): -17091.5860